Here is C14H51MnO14 as an isolated structure in a non-equilibrium geometry from the OMol25 dataset. Energies are from ωB97M-V/def2-TZVPD.

Summary:
gap between HOMO and LUMO (alpha / beta)	6.55 / 6.29	eV
calculated total energy	-75320.233	eV
net charge	+1
2S+1	6
LUMO (alpha / beta)	-0.185 / -0.194	Eh

Geometry (Å):
Mn1 -1.692 -0.574 3.047
C1 0.266 0.056 -0.412
C2 -0.447 0.083 0.907
O1 0.097 -0.396 1.965
O2 -1.617 0.503 1.020
H1 1.044 0.822 -0.403
H2 -0.388 0.184 -1.267
H3 0.809 -0.890 -0.468
C3 -0.464 1.969 4.389
O3 -1.706 1.469 3.800
H4 0.357 1.554 3.808
H5 -0.477 3.055 4.327
H6 -0.341 1.684 5.435
H7 -2.424 1.916 4.270
C4 2.130 -3.387 3.246
O4 1.635 -2.813 2.033
H8 1.462 -3.132 4.074
H9 2.132 -4.467 3.131
H10 3.131 -3.022 3.477
H11 1.160 -1.988 2.173
C5 0.468 3.451 1.173
O5 0.163 4.776 0.776
H12 -0.361 2.946 1.681
H13 0.774 2.931 0.271
H14 1.294 3.422 1.891
H15 -0.327 5.224 1.470
C6 -3.539 -1.020 -1.588
O6 -3.807 -2.393 -1.755
H16 -2.471 -0.793 -1.506
H17 -3.865 -0.417 -2.440
H18 -4.015 -0.598 -0.697
H19 -2.970 -2.859 -1.908
C7 1.850 1.086 -4.172
O7 1.161 -0.009 -3.547
H20 2.774 0.712 -4.611
H21 1.200 1.522 -4.934
H22 2.092 1.888 -3.472
H23 1.661 -0.810 -3.716
C8 3.265 -3.353 -0.992
O8 3.703 -3.738 0.286
H24 2.379 -3.927 -1.297
H25 3.110 -2.276 -1.071
H26 3.998 -3.667 -1.739
H27 3.048 -3.425 0.926
C9 -0.612 -3.342 -2.601
O9 -1.695 -4.189 -2.229
H28 -0.476 -2.561 -1.850
H29 0.336 -3.882 -2.671
H30 -0.793 -2.873 -3.574
H31 -1.459 -5.085 -2.477
C10 -3.235 3.277 -0.053
O10 -3.837 1.991 0.016
H32 -3.210 3.774 0.926
H33 -2.182 3.199 -0.337
H34 -3.780 3.884 -0.765
H35 -3.225 1.453 0.540
C11 3.587 0.057 2.551
O11 2.600 0.967 2.050
H36 4.489 0.638 2.730
H37 3.277 -0.436 3.476
H38 3.824 -0.687 1.785
H39 1.770 0.477 1.984
C12 -2.067 1.280 -4.212
O12 -1.607 -0.056 -4.032
H40 -1.894 1.633 -5.232
H41 -3.131 1.309 -3.979
H42 -1.559 1.966 -3.524
H43 -0.680 0.010 -3.740
C13 4.226 0.828 -1.281
O13 5.493 1.021 -0.681
H44 4.127 1.481 -2.157
H45 4.129 -0.212 -1.620
H46 3.390 1.011 -0.609
H47 6.162 0.845 -1.346
C14 -4.782 0.520 2.601
O14 -3.877 -0.610 2.438
H48 -5.469 0.532 1.757
H49 -5.369 0.389 3.512
H50 -4.252 1.465 2.629
H51 -4.473 -1.370 2.391

Löwdin population analysis, charges in e, atoms 1 to 6:
1 Mn 1.25
2 C 0.05
3 C -0.62
4 O -0.15
5 O -0.03
6 H 0.08